Record 1
The following is a quantum chemistry calculation of C21H32N2O3 as an isolated structure at a distorted geometry, from the Open Molecules 2025 dataset.

```
! wB97M-V def2-TZVPD RIJCOSX def2/J DEFGRID3
* xyz 0 1
C 6.389 -1.958 1.833
H 6.589 -0.909 1.614
H 6.517 -2.369 2.749
H 6.931 -2.606 0.986
O 5.151 -2.194 1.346
C 4.317 -1.493 2.410
O 4.759 -0.698 3.385
C 2.807 -1.899 2.010
C 1.868 -1.289 2.853
C 0.492 -1.345 2.594
C -0.005 -2.330 1.719
C 1.069 -2.975 0.804
C 2.493 -2.563 0.851
H 3.055 -3.113 0.471
H 0.759 -3.520 -0.125
C -1.323 -2.258 1.365
N -1.814 -1.162 0.280
C -1.776 0.105 0.910
H -0.934 0.336 0.902
C -2.633 1.029 0.066
N -2.092 0.875 -1.491
C -2.048 -0.435 -1.689
C -1.343 -1.386 -0.882
H -0.207 -0.982 -0.765
H -1.406 -2.634 -1.468
H -3.171 -0.784 -1.989
H -1.553 -0.335 -3.007
C -1.116 1.735 -1.634
H -0.276 1.941 -0.663
C -1.539 3.336 -1.926
C -0.475 4.163 -2.101
C 0.568 3.763 -3.346
C 1.002 2.440 -2.981
C 0.010 1.491 -2.905
H -0.610 1.438 -3.771
H 0.177 0.363 -2.566
H 1.678 2.023 -3.972
H 1.633 2.598 -1.883
H 1.333 4.522 -3.303
H -0.038 3.787 -4.006
H -0.842 5.437 -2.255
H 0.219 4.362 -0.904
H -2.029 3.220 -2.812
H -2.063 3.650 -1.157
C -4.077 0.583 0.047
H -4.513 0.915 0.956
C -4.942 1.826 -0.876
O -4.757 1.713 -2.298
H -3.852 1.382 -2.376
H -5.956 1.467 -0.517
H -4.746 2.675 -0.540
H -4.375 -0.357 -0.320
H -2.630 1.993 0.184
H -2.290 0.191 1.857
H -2.045 -2.086 2.168
H -1.688 -3.205 0.973
H -0.184 -0.933 3.205
H 2.220 -0.569 3.787
*
```

Calculated values
**E_LUMO**: -0.44 eV
**Energy relative to the best compared isomer or geometry (same formula, charge and spin)**: 2169.70 kJ/mol

Record 2
The following is a quantum chemistry calculation of C23H15Cl4LuN4O3 as an isolated structure, from the Open Molecules 2025 dataset.

```
! wB97M-V def2-TZVPD RIJCOSX def2/J DEFGRID3
* xyz 0 1
Lu 0.430 -0.417 -0.386
C 1.294 1.314 -5.545
C 2.002 2.086 -4.632
C 1.568 2.199 -3.322
C 0.404 1.550 -2.911
C -0.306 0.782 -3.830
C 0.140 0.662 -5.139
N 0.024 1.496 -1.545
C -0.182 2.620 -0.839
C -0.276 3.926 -1.418
C -0.521 5.026 -0.650
C -0.693 4.952 0.753
C -0.618 3.732 1.353
C -0.361 2.577 0.583
N -0.275 1.326 1.148
N -0.400 1.150 2.390
C -0.313 -0.235 2.738
C -0.248 -0.521 4.094
C -0.185 -1.851 4.469
C -0.188 -2.838 3.490
C -0.237 -2.457 2.162
N -0.295 -1.174 1.785
H 1.652 1.206 -6.560
H 2.916 2.578 -4.936
H 2.150 2.765 -2.604
H -1.197 0.254 -3.507
H -0.413 0.043 -5.834
H -0.168 4.024 -2.488
H -0.597 5.989 -1.141
H -0.890 5.849 1.323
H -0.750 3.613 2.419
H -0.254 0.288 4.809
H -0.136 -2.121 5.515
H -0.148 -3.887 3.745
H -0.230 -3.180 1.355
Cl 0.365 -3.545 -6.235
C 0.937 -2.826 -4.775
C 2.203 -2.254 -4.728
Cl 3.211 -2.261 -6.129
C 2.655 -1.655 -3.554
Cl 4.206 -0.912 -3.467
C 1.845 -1.617 -2.423
O 2.223 -0.991 -1.299
C 0.554 -2.200 -2.468
O -0.243 -2.110 -1.386
C 0.117 -2.799 -3.647
Cl -1.476 -3.450 -3.688
O 2.337 -0.033 1.128
H 2.904 -0.529 0.510
H 2.697 0.860 1.134
*
```

Calculated values
**E_LUMO**: -1.68 eV

Record 3
The following is a quantum chemistry calculation of a 5-piece molecular cluster, H9O5 overall at a distorted geometry, from the Open Molecules 2025 dataset.

```
! wB97M-V def2-TZVPD RIJCOSX def2/J DEFGRID3
* xyz -1 1
O 0.953 -0.652 -0.251
H 0.859 -1.541 -0.604
O 3.015 1.210 -1.154
H 2.489 1.545 -1.878
H 2.392 0.650 -0.679
O -1.121 0.086 0.760
H -1.089 0.955 1.177
H -0.167 -0.038 0.250
O -2.241 0.640 -2.170
H -2.148 0.108 -2.957
H -1.579 0.521 -1.477
O -0.443 -1.145 3.438
H 0.194 -1.431 2.768
H -1.113 -0.909 2.776
*
```

Calculated values
**E_LUMO**: 3.92 eV
**Energy relative to the best compared isomer or geometry (same formula, charge and spin)**: 70.23 kJ/mol

Calculated HOMO energy, -0.301 -0.277 -0.172 Eh (same order as the records).
Calculated electronic energy, -31398.595 -119911.973 -10384.847 eV (same order as the records).